264
Properties=species:S:1:pos:R:3 method="wB97M-V/def2-TZVPD" spin_multiplicity=2 e_homo_ev="-9.92 / -9.92" max_force_ev_per_a=3.7 total_energy_ev=-116157.7374 s2=0.75 homo_lumo_gap_ev="8.09 / 3.52" e_lumo_ev="-1.830 / -6.399" relative_energy_kj_mol=0.00 charge=+1
C -1.55 4.56 3.96
C -0.07 4.97 3.78
C 0.28 5.56 2.41
O 0.23 5.93 4.74
H -1.87 3.63 3.47
H -2.22 5.34 3.59
H -1.84 4.42 5.00
H 0.48 4.03 3.77
H 1.29 5.98 2.36
H -0.47 6.32 2.22
H 0.21 4.75 1.68
H 0.28 5.54 5.62
C 3.89 5.11 0.19
C 3.27 4.94 -1.14
C 2.69 6.29 -1.67
O 4.24 4.61 -2.06
H 3.44 5.88 0.82
H 4.97 5.26 0.13
H 3.84 4.18 0.75
H 2.48 4.20 -1.25
H 2.24 6.79 -0.82
H 1.93 6.13 -2.44
H 3.50 6.93 -2.03
H 4.83 5.35 -2.18
C -3.40 -6.64 -0.63
C -2.00 -6.41 -0.04
C -1.13 -5.53 -0.91
O -2.14 -5.82 1.26
H -3.90 -5.76 -1.04
H -4.14 -6.94 0.12
H -3.27 -7.40 -1.40
H -1.63 -7.42 0.12
H -1.44 -4.48 -0.84
H -1.24 -5.94 -1.92
H -0.06 -5.64 -0.72
H -1.22 -5.61 1.47
C 6.06 2.15 -0.90
C 5.57 1.36 -2.09
C 5.72 -0.11 -1.89
O 4.12 1.54 -2.29
H 5.30 1.99 -0.13
H 6.02 3.20 -1.17
H 7.05 1.87 -0.55
H 6.11 1.68 -2.97
H 5.16 -0.69 -2.63
H 5.47 -0.47 -0.89
H 6.73 -0.42 -2.17
H 3.95 2.48 -2.22
C 7.52 0.06 2.21
C 6.06 0.08 2.72
C 5.39 -1.29 2.95
O 6.07 0.73 3.94
H 8.18 -0.56 2.82
H 7.98 1.05 2.11
H 7.41 -0.29 1.19
H 5.49 0.61 1.96
H 5.74 -1.88 3.79
H 5.67 -1.80 2.03
H 4.30 -1.32 2.89
H 6.89 1.25 3.94
C -5.29 2.71 1.77
C -6.81 2.51 1.98
C -7.44 3.81 2.57
O -7.39 2.32 0.72
H -4.81 1.75 1.56
H -4.83 3.15 2.65
H -5.04 3.28 0.88
H -6.92 1.76 2.77
H -8.50 3.63 2.71
H -7.27 4.66 1.91
H -6.89 4.14 3.45
H -7.53 3.22 0.41
C -4.59 -2.84 -0.68
C -5.65 -3.21 0.44
C -5.63 -2.20 1.56
O -6.85 -3.16 -0.19
H -3.58 -2.91 -0.27
H -4.70 -1.79 -0.95
H -4.63 -3.41 -1.61
H -5.32 -4.21 0.73
H -4.61 -1.96 1.85
H -6.24 -2.50 2.41
H -6.03 -1.23 1.25
H -7.09 -2.29 -0.51
C 2.81 -4.73 -1.13
C 3.96 -4.17 -0.32
C 4.98 -3.45 -1.14
O 3.39 -3.32 0.64
H 3.25 -5.35 -1.92
H 2.31 -3.84 -1.52
H 2.17 -5.38 -0.54
H 4.37 -5.01 0.23
H 5.80 -3.00 -0.58
H 4.47 -2.61 -1.61
H 5.44 -4.01 -1.95
H 3.07 -2.55 0.18
C 2.85 -6.28 2.64
C 1.44 -5.80 3.04
C 1.18 -4.33 2.77
O 0.36 -6.58 2.47
H 3.61 -5.69 3.15
H 3.02 -6.18 1.57
H 3.01 -7.31 2.96
H 1.36 -6.00 4.11
H 2.05 -3.78 3.13
H 0.29 -3.98 3.29
H 1.04 -4.20 1.70
H 0.61 -7.50 2.53
C -7.62 1.56 -2.64
C -6.53 0.50 -2.34
C -5.18 1.17 -2.26
O -6.80 -0.07 -1.06
H -7.53 2.18 -3.53
H -7.87 2.22 -1.81
H -8.53 0.98 -2.81
H -6.49 -0.21 -3.17
H -4.97 1.63 -3.23
H -4.45 0.39 -2.04
H -5.20 2.03 -1.59
H -6.79 0.61 -0.37
C -2.72 4.19 -1.44
C -2.40 5.41 -0.63
C -0.98 5.89 -0.90
O -3.36 6.45 -0.98
H -1.88 3.51 -1.32
H -2.87 4.38 -2.50
H -3.59 3.60 -1.16
H -2.53 5.23 0.43
H -0.20 5.14 -0.81
H -0.72 6.73 -0.26
H -0.81 6.32 -1.89
H -3.12 7.10 -0.31
C 5.36 1.82 7.13
C 4.23 0.78 6.95
C 3.04 1.31 6.16
O 4.86 -0.26 6.26
H 6.01 1.83 6.26
H 5.88 1.59 8.06
H 4.85 2.79 7.15
H 3.92 0.37 7.91
H 2.43 0.50 5.76
H 3.29 1.90 5.28
H 2.37 1.89 6.81
H 5.19 0.01 5.40
C 1.41 -2.59 -5.21
C 2.10 -3.43 -6.34
C 3.63 -3.43 -5.99
C 4.09 -4.29 -4.82
C 3.62 -5.73 -5.05
C 2.08 -5.84 -5.35
N 1.62 -4.86 -6.39
O 0.25 -4.96 -6.73
C 1.85 -7.24 -5.98
C 1.29 -5.80 -4.03
C 1.87 -2.76 -7.71
H 1.42 -1.54 -5.51
H 1.90 -2.60 -4.24
H 0.37 -2.90 -5.14
H 4.24 -3.85 -6.79
H 3.87 -2.38 -5.82
H 3.67 -3.93 -3.88
H 5.16 -4.23 -4.67
H 3.83 -6.26 -4.12
H 4.25 -6.13 -5.85
H 2.10 -7.35 -7.04
H 2.48 -7.99 -5.49
H 0.81 -7.54 -5.84
H 1.46 -4.83 -3.57
H 0.21 -5.89 -4.09
H 1.55 -6.57 -3.30
H 0.81 -2.72 -7.93
H 2.48 -3.36 -8.38
H 2.26 -1.75 -7.69
H 0.23 -5.15 -7.67
C -0.17 -2.00 6.87
C -1.19 -0.74 6.99
C -0.44 0.57 6.40
C -1.32 1.82 6.27
C -2.45 1.45 5.27
C -3.22 0.15 5.67
N -2.38 -0.98 6.14
O -3.09 -2.12 6.57
C -4.25 0.56 6.74
C -3.92 -0.24 4.33
C -1.53 -0.61 8.54
H 0.10 -2.21 5.83
H -0.44 -2.98 7.28
H 0.86 -1.82 7.18
H 0.30 0.96 7.10
H 0.08 0.26 5.50
H -0.77 2.70 5.95
H -1.77 2.20 7.18
H -2.14 1.39 4.22
H -3.07 2.34 5.34
H -4.85 -0.31 7.00
H -3.87 0.98 7.67
H -4.91 1.29 6.29
H -4.62 0.48 3.89
H -3.16 -0.56 3.61
H -4.38 -1.22 4.40
H -2.31 -1.29 8.86
H -2.00 0.34 8.79
H -0.59 -0.71 9.07
H -2.79 -2.73 5.89
C 2.45 1.94 1.03
C 1.26 0.91 1.25
C 0.01 1.80 1.42
C -1.35 1.00 1.36
C -1.46 0.20 0.00
C -0.20 -0.69 -0.17
N 1.08 0.05 0.07
O 2.22 -0.57 -0.38
C -0.36 -1.94 0.66
C -0.23 -1.18 -1.68
C 1.51 0.11 2.51
H 2.21 2.79 1.67
H 2.42 2.35 0.03
H 3.44 1.59 1.31
H -0.10 2.23 2.42
H -0.06 2.38 0.50
H -2.19 1.66 1.57
H -1.50 0.32 2.20
H -1.48 0.99 -0.75
H -2.41 -0.33 -0.12
H 0.63 -2.37 0.82
H -0.66 -1.62 1.65
H -1.09 -2.65 0.28
H -1.18 -1.69 -1.78
H -0.07 -0.29 -2.29
H 0.60 -1.88 -1.80
H 2.21 -0.72 2.38
H 0.59 -0.30 2.94
H 1.85 0.77 3.30
H 2.35 -0.15 -1.24
C -2.60 2.95 -7.37
C -2.52 3.18 -5.88
C -2.72 1.86 -5.13
C -1.45 1.03 -5.05
C -0.28 1.92 -4.63
C -0.09 3.24 -5.47
N -1.37 3.97 -5.46
O -1.31 5.23 -6.14
C 0.99 4.05 -4.75
C 0.63 2.88 -6.84
C -3.76 4.02 -5.38
H -2.13 2.02 -7.70
H -3.61 2.86 -7.78
H -2.16 3.66 -8.07
H -3.04 2.11 -4.12
H -3.54 1.27 -5.54
H -1.61 0.15 -4.42
H -1.21 0.57 -6.01
H 0.68 1.40 -4.60
H -0.44 2.26 -3.60
H 1.79 3.42 -4.37
H 0.63 4.61 -3.88
H 1.45 4.80 -5.39
H 1.57 2.40 -6.55
H 0.89 3.82 -7.32
H 0.10 2.14 -7.45
H -3.62 4.56 -4.45
H -4.19 4.74 -6.08
H -4.61 3.37 -5.18
H -1.47 5.84 -5.41

236
Properties=species:S:1:pos:R:3 method="wB97M-V/def2-TZVPD" e_homo_ev=-11.82 max_force_ev_per_a=16.3 total_energy_ev=-225963.1125 homo_lumo_gap_ev=4.79 e_lumo_ev=-7.039 charge=+3
C 1.10 2.12 -1.52
C -0.24 1.36 -1.33
N -0.58 0.83 0.14
C -0.57 2.05 1.13
C -1.96 0.01 0.16
C -3.15 0.86 -0.45
C 0.53 -0.28 0.57
C 0.36 -0.92 2.01
O -0.74 -1.70 2.08
C -0.84 -2.57 3.21
H 1.96 1.45 -1.56
H 1.22 2.79 -0.67
H 1.25 2.81 -2.35
H -0.33 0.63 -2.13
H -1.07 2.06 -1.43
H -1.06 2.86 0.60
H 0.47 2.31 1.34
H -1.20 1.80 1.98
H -2.06 -0.12 1.23
H -1.78 -0.97 -0.30
H -3.29 1.81 0.07
H -4.04 0.30 -0.16
H -2.98 1.05 -1.51
H 1.42 0.35 0.51
H 0.48 -1.11 -0.14
H 0.32 -0.23 2.85
H 1.16 -1.65 2.18
H -1.84 -2.99 3.18
H -0.73 -1.85 4.02
H -0.04 -3.30 3.27
C -3.75 5.57 -3.14
C -3.10 4.35 -3.72
O -2.03 3.93 -3.39
N -4.05 3.74 -4.80
H -4.97 3.61 -4.41
H -4.18 4.35 -5.60
C -3.46 2.41 -5.40
H -4.03 6.31 -3.89
H -3.20 6.00 -2.30
H -4.63 5.18 -2.63
H -4.22 1.85 -5.95
H -3.29 1.85 -4.49
H -2.60 2.64 -6.02
C 5.75 1.66 -2.69
C 4.77 2.80 -2.92
O 4.50 3.57 -1.98
N 4.17 3.03 -4.30
H 4.77 2.60 -4.98
H 3.25 2.66 -4.50
C 4.19 4.52 -4.58
H 5.84 1.29 -1.67
H 6.76 1.69 -3.11
H 5.19 0.91 -3.25
H 3.60 4.66 -5.49
H 5.16 4.91 -4.87
H 3.77 5.19 -3.83
C 6.47 6.13 2.14
C 6.13 7.24 1.10
C 4.65 7.50 0.93
C 3.85 6.25 0.45
N 2.39 6.72 -0.04
C 2.49 7.64 -1.20
C 1.08 7.51 -1.90
C 0.70 6.04 -1.59
C 1.78 5.51 -0.64
C 1.61 7.28 1.25
C 1.55 6.38 2.45
C 1.19 7.20 3.68
H 5.94 5.18 2.19
H 6.43 6.49 3.17
H 7.50 5.97 1.85
H 6.73 6.89 0.26
H 6.53 8.24 1.25
H 4.76 8.30 0.19
H 4.24 7.92 1.85
H 3.79 5.35 1.06
H 4.41 5.76 -0.34
H 2.65 8.68 -0.91
H 3.27 7.35 -1.90
H 0.38 8.12 -1.32
H 0.95 7.75 -2.96
H -0.26 5.86 -1.11
H 0.64 5.47 -2.52
H 1.39 4.83 0.12
H 2.43 4.89 -1.26
H 0.62 7.58 0.90
H 2.08 8.22 1.54
H 2.60 6.14 2.66
H 1.03 5.43 2.32
H 1.80 8.04 4.04
H 1.33 6.56 4.55
H 0.16 7.54 3.77
C -5.30 -2.13 -2.03
C -4.47 -2.53 -3.32
C -4.97 -3.57 -4.25
C -4.55 -4.96 -3.84
N -4.63 -5.94 -5.03
C -3.49 -5.76 -6.13
C -4.17 -5.97 -7.45
C -5.52 -5.25 -7.23
C -5.94 -5.84 -5.86
C -4.52 -7.38 -4.43
C -3.22 -7.73 -3.63
C -2.96 -9.35 -3.68
H -4.76 -1.38 -1.46
H -5.43 -2.99 -1.37
H -6.27 -1.69 -2.29
H -3.43 -2.70 -3.04
H -4.33 -1.63 -3.91
H -4.69 -3.29 -5.27
H -6.04 -3.56 -4.46
H -5.12 -5.48 -3.08
H -3.52 -5.14 -3.53
H -2.70 -6.42 -5.76
H -3.17 -4.72 -6.09
H -4.43 -6.94 -7.87
H -3.63 -5.43 -8.22
H -6.31 -5.46 -7.96
H -5.45 -4.16 -7.24
H -6.32 -6.83 -6.13
H -6.80 -5.42 -5.33
H -4.66 -8.18 -5.15
H -5.36 -7.55 -3.76
H -3.25 -7.40 -2.59
H -2.31 -7.32 -4.06
H -2.28 -9.53 -2.85
H -2.68 -9.46 -4.73
H -3.94 -9.78 -3.50
C 1.94 -7.33 0.55
C 3.51 -7.08 0.72
C 4.02 -5.65 0.54
C 3.95 -4.86 1.86
N 4.66 -3.46 1.82
C 4.52 -2.71 3.16
C 5.97 -2.19 3.52
C 6.86 -2.27 2.26
C 6.28 -3.56 1.70
C 3.99 -2.55 0.70
C 4.69 -2.63 -0.69
C 3.74 -1.89 -1.63
H 1.33 -6.66 1.17
H 1.77 -8.39 0.74
H 1.66 -7.09 -0.47
H 3.97 -7.81 0.07
H 3.66 -7.36 1.76
H 3.37 -5.13 -0.17
H 5.09 -5.56 0.39
H 4.44 -5.47 2.62
H 2.95 -4.63 2.25
H 3.88 -1.84 3.05
H 4.08 -3.41 3.87
H 5.82 -1.17 3.84
H 6.34 -2.82 4.33
H 6.81 -1.49 1.50
H 7.94 -2.28 2.44
H 6.58 -3.80 0.68
H 6.52 -4.35 2.42
H 3.84 -1.54 1.10
H 2.96 -2.89 0.56
H 4.71 -3.62 -1.15
H 5.71 -2.25 -0.67
H 3.37 -0.98 -1.15
H 2.85 -2.43 -1.95
H 4.20 -1.63 -2.59
C -5.76 -1.95 1.97
C -5.99 -0.52 2.43
C -5.47 -0.29 3.88
C -5.19 1.22 4.03
N -4.81 1.75 5.44
C -5.88 1.37 6.49
C -5.74 2.35 7.67
C -5.11 3.59 7.06
C -4.75 3.31 5.62
C -3.34 1.35 5.88
C -2.36 1.47 4.67
C -0.89 1.37 5.02
H -6.17 -1.99 0.96
H -6.14 -2.69 2.68
H -4.72 -2.27 1.94
H -7.07 -0.36 2.53
H -5.51 0.19 1.75
H -4.52 -0.76 4.14
H -6.22 -0.54 4.62
H -6.01 1.81 3.65
H -4.44 1.44 3.27
H -5.92 0.33 6.80
H -6.85 1.52 6.01
H -5.19 1.93 8.52
H -6.70 2.55 8.14
H -4.14 3.77 7.53
H -5.66 4.52 7.04
H -4.00 3.83 5.03
H -5.61 3.58 4.99
H -3.36 0.28 6.13
H -3.03 1.82 6.82
H -2.52 2.47 4.27
H -2.52 0.73 3.89
H -0.74 2.25 5.65
H -0.25 1.51 4.15
H -0.59 0.46 5.55
N 3.37 0.84 2.17
S 3.47 1.49 3.42
O 2.84 2.78 3.61
O 4.84 1.34 3.98
F 2.45 0.48 4.23
S 4.06 1.95 1.27
O 5.50 2.03 1.27
O 3.35 3.14 0.92
F 3.95 1.09 -0.08
N 1.80 2.19 -5.18
S 1.30 0.87 -5.79
O 1.57 0.69 -7.25
O 0.01 0.32 -5.39
F 2.35 -0.07 -5.02
S 1.05 3.21 -6.28
O -0.31 2.82 -6.52
O 1.87 3.67 -7.37
F 0.93 4.46 -5.28
N -0.73 -2.86 -1.76
S -0.05 -3.41 -3.17
O -1.03 -4.01 -4.12
O 1.30 -3.98 -3.13
F 0.20 -1.96 -3.88
S -0.71 -4.12 -0.95
O 0.46 -4.38 -0.09
O -1.29 -5.29 -1.61
F -1.85 -3.76 0.21
N 1.88 -4.61 7.47
S 2.71 -4.56 6.06
O 2.49 -5.59 5.14
O 4.03 -3.88 6.15
F 1.72 -3.49 5.30
S 2.69 -5.79 8.00
O 3.97 -5.48 8.65
O 2.41 -7.13 7.64
F 1.94 -5.69 9.41